ORCA calculation (wB97M-V/def2-TZVPD) on a cluster of 2 separate species, C9H11BN2 in total.

Geometry as ORCA input:
```
! wB97M-V def2-TZVPD RIJCOSX def2/J DEFGRID3
* xyz 0 1
N 1.463 0.377 3.330
N -1.480 0.347 1.963
C 1.530 0.113 2.130
C 1.188 0.665 -1.702
C -1.487 0.644 0.729
C 1.453 -1.673 -1.179
C -2.603 0.791 2.825
C 0.996 -1.949 -2.436
C 0.773 -0.946 -3.395
C 0.951 0.417 -3.062
C 1.379 -0.337 -0.717
B 1.616 0.005 0.759
H -2.118 1.588 3.565
H -3.339 1.263 2.247
H -0.646 0.397 0.233
H 1.189 1.747 -1.486
H 0.455 -1.328 -4.297
H 1.012 -2.908 -2.771
H -2.335 1.154 0.306
H 0.562 0.840 3.511
H 0.789 1.353 -3.544
H -3.100 -0.044 3.469
H 1.754 -2.512 -0.480
*
```

Output
* strongest force on any atom: 4.188 eV Å⁻¹
* HOMO (alpha / beta): -7.3 / -7.3 eV
* energy relative to the best compared isomer or geometry (same formula, charge and spin): 145.30 kcal per mole
* E: -13162.740 eV
* orbital gap (alpha / beta): 6.50 / 6.50 eV
* E_LUMO (alpha / beta): -0.82 / -0.79 eV